No. 1
Entry from OMol25: a 11-piece molecular cluster, H24NO10 overall in a non-equilibrium geometry (the ωB97M-V functional and the def2-TZVPD basis).

LUMO level, eV: -3.0754
Largest force on an atom, Eh/bohr: 0.0645
E_HOMO, eV: -13.7
Charge: +1
Energy, eV: -22349.0179

Positions of all 35 atoms, in Å:
N (-8.9915, -6.5719, -4.8143)
H (-8.3137, -6.2026, -4.2185)
H (-9.8696, -6.2149, -4.5484)
H (-8.9632, -7.5313, -4.9674)
H (-8.7288, -6.1105, -5.6915)
O (-9.7917, -8.5227, -2.7822)
H (-9.7946, -9.4663, -2.9977)
H (-10.6775, -8.1903, -2.9415)
O (-7.9441, -7.3074, -1.1289)
H (-8.5900, -7.5588, -1.7701)
H (-7.1618, -7.2973, -1.7152)
O (-9.1917, -3.7516, -5.4365)
H (-8.5886, -3.5184, -6.1271)
H (-10.0837, -3.8292, -5.8200)
O (-9.9849, -5.5709, -2.1477)
H (-10.1653, -4.7800, -1.6262)
H (-9.3228, -5.9992, -1.6009)
O (-9.0453, -10.5292, -4.7740)
H (-9.9554, -10.2595, -4.9783)
H (-8.4050, -9.8482, -4.9795)
O (-9.2251, -6.0488, -8.1847)
H (-9.9486, -5.5730, -8.5266)
H (-8.5804, -5.6921, -8.8068)
O (-11.5644, -7.5638, -6.3552)
H (-11.7202, -8.1978, -5.6430)
H (-12.0243, -7.7690, -7.1534)
O (-12.1567, -7.3493, -3.4163)
H (-12.0801, -6.3819, -3.4247)
H (-12.8911, -7.4152, -2.8413)
O (-9.3593, -9.0868, -6.9508)
H (-10.1812, -8.6346, -7.0433)
H (-9.4869, -9.8088, -7.5695)
O (-6.7115, -8.1997, -4.1374)
H (-6.2797, -8.1454, -4.9996)
H (-6.1796, -7.7384, -3.4781)

These are the Mulliken partial charges, in e, on atoms 1 to 8:
1. N 0.06
2. H 0.37
3. H 0.14
4. H 0.04
5. H 0.33
6. O -0.59
7. H 0.32
8. H 0.35

No. 2
Entry from OMol25: a 11-piece molecular cluster, H24NO10 overall in a non-equilibrium geometry (the ωB97M-V functional and the def2-TZVPD basis).

LUMO level, eV: -2.7518
Largest force on an atom, Eh/bohr: 0.1138
E_HOMO, eV: -13.5
Charge: +1
Energy, eV: -22348.3534

Positions of all 35 atoms, in Å:
N (-1.9386, -0.3103, -0.4085)
H (-1.8678, -1.1805, 0.0096)
H (-1.8899, 0.2431, 0.4170)
H (-1.0767, -0.0520, -0.8804)
H (-2.8495, -0.2049, -0.8843)
H (2.7613, 1.1657, -3.3062)
H (3.3795, 0.2925, -2.2605)
O (2.6289, 0.3422, -2.8302)
H (0.6348, -4.5736, 1.8228)
H (0.0032, -4.1511, 3.2487)
O (0.1649, -3.9632, 2.3955)
H (0.7759, 1.2791, -0.7211)
H (1.2928, 0.4851, -1.8749)
O (0.5971, 0.4570, -1.1527)
H (-1.0866, 3.3153, 1.1611)
H (-1.6791, 2.9161, -0.0472)
O (-1.2196, 2.5407, 0.6471)
H (1.1226, 3.6048, -1.2221)
H (0.9831, 3.0900, 0.1744)
O (1.3665, 2.9376, -0.6234)
H (2.5726, 1.2160, -0.1169)
H (2.7541, -0.1308, -0.5942)
O (3.2563, 0.6520, -0.4742)
H (-0.9408, -3.7121, -2.9870)
H (-0.8314, -2.3087, -3.0020)
O (-0.2568, -3.0180, -2.7727)
H (-2.2448, -3.2867, 0.8681)
H (-3.7725, -2.8289, 0.7754)
O (-2.8541, -2.5704, 0.6370)
H (-1.0857, -0.5368, 2.8730)
H (-1.4874, 1.0113, 2.6561)
O (-1.1197, 0.2078, 2.2934)
H (1.1788, 1.5821, 1.8506)
H (1.7736, 2.9148, 2.2811)
O (0.9549, 2.5747, 2.0476)

These are the Mulliken partial charges, in e, on atoms 1 to 8:
1. N -0.18
2. H 0.34
3. H 0.25
4. H 0.36
5. H 0.37
6. H 0.32
7. H 0.39
8. O -0.69

No. 3
Entry from OMol25: a 12-piece molecular cluster, H24O12 overall in a non-equilibrium geometry (the ωB97M-V functional and the def2-TZVPD basis).

LUMO level, eV: 0.0072
Largest force on an atom, Eh/bohr: 0.0265
E_HOMO, eV: -9.7
SMILES: O.O.O.O.O.O.O.O.O.O.O.O
Energy, eV: -24960.8844

Positions of all 36 atoms, in Å:
O (12.6470, -7.0415, 11.3527)
H (13.5973, -7.1096, 11.2610)
H (12.5143, -6.7215, 12.2450)
O (11.9840, -5.3514, 13.7028)
H (11.8334, -4.4591, 13.3909)
H (12.8468, -5.3188, 14.1161)
O (10.7062, -6.9336, 15.3642)
H (9.8134, -6.6094, 15.4826)
H (11.0968, -6.3343, 14.7282)
O (16.7309, -6.8444, 14.3268)
H (17.3162, -6.5170, 15.0097)
H (16.6512, -7.7810, 14.5076)
O (13.9025, -8.7585, 13.9986)
H (13.6007, -7.9329, 14.3775)
H (13.1605, -9.3546, 14.1002)
O (14.1805, -10.6610, 11.5485)
H (15.0427, -10.6165, 11.1351)
H (14.1530, -9.9000, 12.1285)
O (14.0050, -12.3501, 13.6813)
H (13.0790, -12.1766, 13.8506)
H (14.1570, -12.0044, 12.8017)
O (16.7081, -10.1599, 14.1405)
H (15.9119, -10.0991, 14.6684)
H (16.9810, -11.0737, 14.2224)
O (15.2203, -7.0977, 11.2800)
H (15.9544, -6.6351, 10.8758)
H (15.5596, -7.3951, 12.1242)
O (11.3808, -11.7931, 14.1390)
H (10.8900, -10.9716, 14.1159)
H (11.0460, -12.2511, 14.9099)
O (14.4436, -5.1934, 15.0944)
H (15.0627, -5.7969, 14.6836)
H (14.8134, -4.3250, 14.9352)
O (11.0522, -9.0523, 13.9253)
H (10.4922, -9.0405, 13.1491)
H (10.7208, -8.3393, 14.4712)

These are the Mulliken partial charges, in e, on atoms 1 to 8:
1. O -0.67
2. H 0.45
3. H 0.30
4. O -0.71
5. H 0.28
6. H 0.37
7. O -0.72
8. H 0.33

Energy relative to the best compared isomer or geometry (same formula, charge and spin) across the listed records, respectively: 1.7784; 2.4429; 0.8100 eV.